Entry 1:
This record from OMol25 describes a 2-piece molecular cluster, C2H4N4 overall at a distorted geometry. The level of theory is wB97M-V/def2-TZVPD.

Geometry as XYZ:
```
10
Properties=species:S:1:pos:R:3
C -1.34134 0.06987 0.59429
C -1.42420 -0.68111 -0.71911
N 2.35705 -0.02108 -0.05978
N 2.62961 -1.10151 -0.06124
N 2.12273 1.14149 -0.13011
N -0.62721 0.28031 -0.64286
H -2.09471 0.78541 0.62264
H -1.04723 -0.31750 1.55744
H -1.77522 -1.48089 -1.36156
H 1.20051 1.32500 0.20029
```

Its spin multiplicity is 1. For the HOMO energy, the calculation gives -0.356 Ha. Its energy relative to the best compared isomer or geometry (same formula, charge and spin) is 111.39 kcal per mole. The calculation puts the frontier orbital gap at 10.67 eV. The value obtained for the calculated total energy is -8094.4839 eV.


Entry 2:
This record from OMol25 describes one molecule with the formula C5H15N3 at a distorted geometry. The level of theory is wB97M-V/def2-TZVPD.

Geometry as XYZ:
```
23
Properties=species:S:1:pos:R:3
C 0.11250 0.14081 2.21280
N 0.24759 0.79919 0.89578
C 1.47038 0.37942 0.21582
C 1.50504 -0.86819 -0.66214
N 2.38208 -0.54029 -1.82630
C -0.92088 1.00141 0.05895
C -1.88026 -0.19253 -0.12712
N -2.84421 0.20084 -1.17609
H 1.01501 -0.36934 2.49227
H -0.60193 -0.68635 2.19317
H -0.20204 0.89444 2.92468
H 1.70616 1.29601 -0.40724
H 2.24663 0.53725 1.00711
H 2.03150 -1.68535 -0.17764
H 0.49842 -1.08348 -1.03369
H 2.71218 -1.36940 -2.29814
H 3.15522 0.00950 -1.47757
H -0.41236 1.26928 -0.86451
H -1.53347 1.83605 0.41422
H -1.47082 -1.13116 -0.50929
H -2.36782 -0.44780 0.82558
H -3.74211 0.49489 -0.80969
H -3.10681 -0.48520 -1.87096
```

Its spin multiplicity is 1. Its SMILES is CN(CCN)CCN. For the HOMO energy, the calculation gives -0.291 Ha. Its energy relative to the best compared isomer or geometry (same formula, charge and spin) is 49.94 kcal per mole. The calculation puts the frontier orbital gap at 8.93 eV. The value obtained for the calculated total energy is -9896.9855 eV.